The following is a quantum chemistry calculation of a molecular structure, C40H52N4O4S2Ti, from the Open Molecules 2025 dataset.

Last column: Mulliken charge in e.
Atoms and positions in Å:
Ti  -1.7372  -0.3675  0.0356  -1.57
C  4.4720  0.0045  4.2810  -1.67
C  4.0676  -1.1261  3.3241  1.92
C  4.1929  -2.4751  4.0462  -1.65
C  5.0272  -1.1196  2.1353  -2.12
C  2.6192  -0.9202  2.8884  -0.22
C  2.2563  -0.7671  1.5737  -1.05
C  0.8983  -0.5779  1.2522  0.30
N  0.3220  -0.4085  0.0229  0.83
C  0.8922  -0.2639  -1.2136  0.30
C  2.2340  -0.0169  -1.5432  -0.47
C  2.5938  0.1037  -2.8652  -0.44
C  1.5917  -0.0332  -3.8446  -0.39
C  0.2411  -0.2305  -3.5866  -0.35
C  -0.0972  -0.3008  -2.2337  0.76
O  -1.3509  -0.3959  -1.7661  -1.06
C  -0.7267  -0.3213  -4.7731  2.23
C  -0.6703  0.9970  -5.5581  -1.62
C  -0.2783  -1.4772  -5.6797  -1.71
C  -2.1852  -0.5753  -4.3834  -2.04
C  4.0303  0.3753  -3.3070  1.98
C  4.5180  -0.8011  -4.1646  -1.68
C  4.0769  1.6656  -4.1362  -1.69
C  4.9728  0.5320  -2.1148  -2.01
C  -0.0822  -0.5947  2.2746  0.44
O  -1.3405  -0.4665  1.8370  -0.20
C  0.2583  -0.7447  3.6248  -0.18
C  1.6094  -0.8926  3.8809  -0.43
C  -0.8043  -0.7389  4.7215  2.32
C  -1.7774  -1.9066  4.5011  -1.48
C  -1.5673  0.5938  4.6919  -1.45
C  -0.1798  -0.8980  6.1077  -2.28
H  5.5147  -0.1170  4.5791  0.47
H  3.8684  0.0063  5.1892  0.33
H  4.3664  0.9801  3.8027  0.35
H  5.2250  -2.6327  4.3640  0.44
H  3.9094  -3.2993  3.3890  0.36
H  3.5631  -2.5203  4.9354  0.34
H  6.0474  -1.2632  2.4927  0.51
H  4.9992  -0.1701  1.5952  0.43
H  4.8109  -1.9262  1.4313  0.40
H  2.9948  -0.8292  0.7949  0.92
H  2.9665  0.1172  -0.7669  0.49
H  1.8933  0.0414  -4.8813  0.46
H  0.3312  1.2117  -5.9330  0.31
H  -0.9851  1.8353  -4.9338  0.34
H  -1.3418  0.9442  -6.4169  0.47
H  0.7320  -1.3364  -6.0651  0.31
H  -0.9509  -1.5532  -6.5356  0.48
H  -0.3043  -2.4271  -5.1423  0.36
H  -2.6021  0.2341  -3.7867  0.30
H  -2.3049  -1.5041  -3.8255  0.34
H  -2.7723  -0.6564  -5.2999  0.57
H  3.9160  -0.9209  -5.0662  0.34
H  4.4774  -1.7371  -3.6046  0.34
H  5.5506  -0.6337  -4.4761  0.47
H  3.4635  1.5962  -5.0352  0.35
H  5.1017  1.8688  -4.4513  0.46
H  3.7247  2.5196  -3.5540  0.32
H  5.0277  -0.3802  -1.5160  0.40
H  4.6714  1.3563  -1.4640  0.38
H  5.9794  0.7489  -2.4735  0.51
H  1.9200  -1.0107  4.9088  0.53
H  -2.3011  -1.8245  3.5501  0.07
H  -2.5239  -1.9144  5.2975  0.49
H  -1.2468  -2.8611  4.5294  0.33
H  -2.0834  0.7483  3.7461  0.10
H  -0.8869  1.4321  4.8566  0.32
H  -2.3125  0.6056  5.4894  0.49
H  0.3470  -1.8485  6.2150  0.41
H  -0.9720  -0.8765  6.8568  0.46
H  0.5137  -0.0879  6.3419  0.40
O  -6.0675  -1.1125  -0.1295  -0.77
C  -6.4561  0.1818  -0.0879  0.50
C  -7.8317  0.4129  -0.1190  -0.69
C  -8.3223  1.6989  -0.0814  -0.34
C  -7.4552  2.7906  -0.0111  -0.84
C  -6.0990  2.5672  0.0195  -0.47
C  -5.5718  1.2678  -0.0186  0.25
C  -4.1144  1.0948  0.0140  0.99
O  -3.6252  -0.1519  0.0292  -0.05
N  -3.3270  2.1090  0.0359  -0.91
N  -1.9702  1.7280  0.1119  0.78
C  -1.2074  2.7703  0.1866  0.17
S  0.5169  2.6643  0.3977  0.16
C  0.8235  4.3591  -0.1529  -0.67
C  -0.2966  5.2157  0.3974  -0.59
S  -1.8689  4.3762  0.0784  0.00
H  -5.0989  -1.1369  -0.0881  0.40
H  -8.4900  -0.4431  -0.1726  0.45
H  -9.3924  1.8598  -0.1058  0.39
H  -7.8424  3.7991  0.0203  0.42
H  -5.4072  3.3962  0.0765  0.51
H  0.8478  4.3806  -1.2418  0.31
H  1.7972  4.6544  0.2358  0.41
H  -0.3359  6.1862  -0.0958  0.43
H  -0.1865  5.3668  1.4707  0.31
C  -2.2889  -5.1276  0.0083  -1.13
C  -2.1324  -3.6808  0.0175  0.76
N  -2.0130  -2.5441  0.0201  -0.23
H  -1.8104  -5.5471  0.8912  0.32
H  -1.8281  -5.5332  -0.8902  0.31
H  -3.3502  -5.3697  0.0174  0.32

Cartesian forces, eV/Å:
Ti -0.6 -0.4 -0.1
C 0.0 0.0 0.0
C 0.0 0.0 0.0
C 0.0 0.0 0.0
C 0.0 0.0 0.0
C 0.0 0.0 0.0
C 0.0 0.0 0.1
C 0.2 0.0 -0.3
N 0.4 0.0 0.1
C 0.1 0.0 0.0
C 0.0 -0.1 0.1
C 0.0 0.0 -0.1
C 0.0 0.0 0.0
C 0.1 0.1 0.0
C -0.2 -0.1 0.1
O 0.4 0.0 -0.2
C 0.0 0.0 0.1
C 0.0 0.0 0.0
C 0.0 0.0 0.0
C 0.0 0.0 0.0
C 0.0 0.0 0.0
C 0.0 0.0 0.0
C 0.0 0.0 0.0
C 0.0 0.0 0.0
C -0.2 0.0 -0.1
O 0.5 -0.1 0.4
C 0.1 0.0 0.1
C 0.0 0.0 0.0
C 0.0 0.0 -0.1
C 0.0 0.0 0.0
C 0.0 0.0 0.0
C 0.0 0.0 0.0
H 0.0 0.0 0.0
H 0.0 0.0 0.0
H 0.0 0.0 0.0
H 0.0 0.0 0.0
H 0.0 0.0 0.0
H 0.0 0.0 0.0
H 0.0 0.0 0.0
H 0.0 0.0 0.0
H 0.0 0.0 0.0
H 0.0 0.0 0.0
H 0.0 0.0 0.0
H 0.0 0.0 0.0
H 0.0 0.0 0.0
H 0.0 0.0 0.0
H 0.0 0.0 0.0
H 0.0 0.0 0.0
H 0.0 0.0 0.0
H 0.0 0.0 0.0
H 0.0 0.0 0.0
H 0.0 0.0 0.0
H 0.0 0.0 0.0
H 0.0 0.0 0.0
H 0.0 0.0 0.0
H 0.0 0.0 0.0
H 0.0 0.0 0.0
H 0.0 0.0 0.0
H 0.0 0.0 0.0
H 0.0 0.0 0.0
H 0.0 0.0 0.0
H 0.0 0.0 0.0
H 0.0 0.0 0.0
H 0.0 0.0 0.0
H 0.0 0.0 0.0
H 0.0 0.0 0.0
H 0.0 0.0 0.0
H 0.0 0.0 0.0
H 0.0 0.0 0.0
H 0.0 0.0 0.0
H 0.0 0.0 0.0
H 0.0 0.0 0.0
O 0.0 0.0 0.0
C -0.1 -0.1 0.0
C 0.0 0.0 0.0
C 0.0 0.0 0.0
C 0.0 0.0 0.0
C 0.0 0.0 0.0
C 0.1 0.1 0.0
C -0.2 -0.3 0.0
O -0.2 0.4 0.0
N 0.2 0.1 0.0
N -0.6 0.4 0.0
C 0.1 0.0 -0.1
S 0.0 -0.1 0.0
C 0.0 0.1 0.0
C 0.1 0.0 0.1
S -0.1 -0.1 0.0
H 0.0 0.0 0.0
H 0.0 0.0 0.0
H 0.0 0.0 0.0
H 0.0 0.0 0.0
H 0.0 0.0 0.0
H 0.0 0.0 0.0
H 0.0 0.0 0.0
H 0.0 0.0 0.0
H 0.0 0.0 0.0
C 0.0 0.2 0.0
C 0.0 -0.1 0.0
N -0.1 0.0 0.0
H 0.0 0.0 0.0
H 0.0 0.0 0.0
H 0.0 0.0 0.0

## Properties
2S+1: 2
E_tot: -101260.270 eV
HOMO level (alpha / beta): -10.188 / -10.271 eV
HOMO-LUMO gap (alpha / beta): 6.99 / 5.34 eV
Charge: +1
Max |F|: 0.8 eV Å⁻¹